[1]
Formula: C5H28N2O9
Source: the Open Molecules 2025 dataset
Level of theory: the ωB97M-V functional and the def2-TZVPD basis

Properties
structure (SMILES) = C[C@H](CCN)NC=O.O.O.O.O.O.O.O.O
HOMO = -0.33694 Ha
energy relative to the best compared isomer or geometry (same formula, charge and spin) = 63.8 kcal/mol

Cartesian coordinates (Å):
C: -2.22999 -2.61051 1.46853
C: -1.29974 -1.59076 0.76074
C: -0.38064 -1.00173 1.83340
C: 0.96966 -1.68926 2.09699
N: 1.67003 -1.85319 0.82189
N: -2.19637 -0.56469 0.24432
C: -3.12935 -0.81136 -0.68144
O: -3.91084 0.04466 -1.10093
H: -2.61334 -2.15156 2.37769
H: -3.04092 -2.96737 0.84192
H: -1.67108 -3.49181 1.79670
H: -0.68688 -2.10683 0.01869
H: -0.86494 -1.04485 2.80698
H: -0.10807 0.00271 1.50700
H: 1.53926 -1.12964 2.84485
H: 0.72913 -2.63576 2.58979
H: 2.48271 -2.47231 0.85917
H: 2.04804 -0.94998 0.51003
H: -1.98843 0.38980 0.53223
H: -3.20961 -1.86840 -0.97464
O: 1.16849 1.58853 2.83339
H: 1.26527 1.08423 2.01264
H: 1.16580 2.45796 2.54201
O: 1.47295 -2.59314 -2.49947
H: 1.97683 -2.06188 -1.86895
H: 1.50453 -3.45402 -2.10440
O: -1.60139 3.27255 0.75767
H: -1.41570 3.79416 0.02111
H: -0.98750 3.39857 1.48313
O: 2.94678 -0.50879 -1.03643
H: 3.11336 0.45878 -1.03221
H: 3.87400 -0.81793 -1.12775
O: 2.81341 2.12133 -0.42190
H: 3.38733 2.82977 -0.16494
H: 1.87946 2.41296 -0.40237
O: 0.54227 3.38970 -0.64152
H: 0.93253 4.01382 -1.26488
H: -0.22999 3.01224 -1.17867
O: -0.76818 0.02275 -3.24339
H: -0.04502 -0.25803 -3.86065
H: -0.58791 -0.66416 -2.53816
O: -1.34781 2.65878 -2.40089
H: -0.88258 1.93076 -2.84338
H: -2.28552 2.41390 -2.17391

[2]
Formula: C5H28NO8
Source: the Open Molecules 2025 dataset
Level of theory: the ωB97M-V functional and the def2-TZVPD basis

Properties
2S+1 = 2
net charge = +2
HOMO (alpha / beta) = -0.60668 / -0.60666 Ha
energy relative to the best compared isomer or geometry (same formula, charge and spin) = 0.0 kcal/mol

Cartesian coordinates (Å):
C: -1.65634 0.73241 0.92423
C: -0.27976 0.35537 0.42693
C: 0.09247 0.84800 -0.95395
C: 1.55458 0.77659 -1.57658
C: 2.24073 -0.53223 -1.40030
O: 2.88350 -0.50445 -0.14245
N: 0.73448 0.86730 1.42853
H: -1.74162 1.47401 1.74304
H: -2.21079 -0.13418 1.29529
H: -2.27092 1.16654 0.15127
H: -0.25204 -0.74426 0.49755
H: 0.00958 1.95329 -0.98247
H: -0.56605 0.37959 -1.67115
H: 2.09719 1.52631 -0.95105
H: 1.46244 1.11265 -2.61522
H: 1.60927 -1.45347 -1.45384
H: 3.16859 -0.80349 -2.01029
H: 3.25150 -1.37708 0.11921
H: 1.68811 0.68604 1.12119
H: 0.54834 0.50676 2.37968
H: 0.65495 1.89051 1.54276
H: -1.77376 -2.10922 3.67946
H: -0.70646 -2.75973 2.78204
O: -0.85367 -2.01144 3.38229
H: -2.44428 -3.13079 -2.16790
H: -1.25744 -4.10561 -2.18483
O: -1.93992 -3.73659 -1.61990
H: 2.27500 3.87538 -0.30004
H: 0.83757 4.01218 0.11116
O: 1.46750 3.34392 -0.20836
H: -1.25588 -4.18373 0.69421
H: -2.71751 -3.56790 0.72175
O: -1.98924 -3.92295 1.23927
H: -0.72165 3.78676 -1.68761
H: -1.84325 3.61262 -0.72425
O: -0.96586 4.01763 -0.78457
H: -0.08395 -0.57982 3.82849
H: 1.29694 -0.71289 4.69900
O: 0.87386 -0.31151 3.93624
H: -0.93449 0.28776 -3.93547
H: 0.24371 -0.10670 -4.90572
O: -0.52544 -0.42356 -4.42762

[3]
Formula: C5H28O8S
Source: the Open Molecules 2025 dataset
Level of theory: the ωB97M-V functional and the def2-TZVPD basis

Properties
structure (SMILES) = CCCCSC.O.O.O.O.O.O.O.O
HOMO = -0.31781 Ha

Cartesian coordinates (Å):
C: -2.36571 2.71011 -0.50057
C: -2.37733 1.95335 -1.79160
C: -1.94034 0.50402 -1.60932
C: -0.63758 0.12919 -2.28409
S: 0.97871 0.21941 -1.14567
C: 2.11145 1.49156 -1.67930
H: -1.52756 2.75755 0.16054
H: -2.51218 3.79156 -0.65560
H: -3.30536 2.56146 0.12925
H: -1.71320 2.56759 -2.45214
H: -3.38030 1.82135 -2.28672
H: -2.70529 -0.22222 -2.09693
H: -1.86235 0.35327 -0.54773
H: -0.51257 -0.97233 -2.33123
H: -0.39991 0.53764 -3.23281
H: 1.78366 1.86792 -2.66430
H: 3.12185 1.13854 -1.61692
H: 2.01104 2.38791 -0.95813
O: 0.82965 2.70648 1.58363
H: 1.76379 2.67321 1.78726
H: 0.57067 3.59374 1.30250
O: 3.42280 -1.74785 -1.45812
H: 3.55633 -2.55654 -0.94327
H: 2.46425 -1.60602 -1.37799
O: -0.55733 -3.40591 1.23410
H: -1.08147 -3.44979 2.04424
H: -0.36765 -2.46190 1.20144
O: -2.05243 -1.80425 0.20268
H: -1.83195 -2.65193 -0.17181
H: -1.43172 -1.08253 0.16900
O: -1.21106 0.79980 1.55446
H: -2.14074 0.78811 1.34355
H: -0.65479 1.53854 1.26862
O: 1.76450 -4.66285 0.26013
H: 2.28393 -4.22740 0.94098
H: 0.90495 -4.22445 0.23640
O: 2.78821 -0.67203 2.55754
H: 3.39538 -1.20092 3.09546
H: 3.21377 0.19948 2.48980
O: -0.01639 -0.99706 3.00068
H: -0.89629 -0.83770 2.65851
H: 0.51654 -0.30809 2.58346

[4]
Formula: C5H29N2O9
Source: the Open Molecules 2025 dataset
Level of theory: the ωB97M-V functional and the def2-TZVPD basis

Properties
net charge = -1
HOMO = -0.23118 Ha
energy relative to the best compared isomer or geometry (same formula, charge and spin) = 86.0 kcal/mol

Cartesian coordinates (Å):
N: -0.21750 -1.08045 -0.35257
C: 1.06796 -0.41822 -0.67267
C: 2.02014 -1.28946 -1.47542
C: 1.91137 -1.03258 -3.03749
O: 0.64897 -1.47430 -3.38772
C: 1.82379 0.17372 0.65506
N: 0.94593 1.24932 1.20923
C: 1.54233 2.65614 0.94511
H: -0.95999 -0.45547 -0.16176
H: -0.56829 -1.76440 -1.08434
H: 0.75959 0.58225 -1.20793
H: 1.80239 -2.36507 -1.33610
H: 3.11176 -1.10278 -0.99139
H: 2.81090 -1.66842 -3.32008
H: 2.13767 0.00893 -3.36514
H: 2.01893 -0.63944 1.33309
H: 2.82770 0.45338 0.32405
H: 0.02185 1.12192 0.80179
H: 1.93220 3.03700 1.93147
H: 0.68073 3.39540 0.79255
H: 2.24703 2.76299 0.18333
H: 0.08868 -1.21529 1.15113
H: 0.38970 -0.33313 2.43191
O: 0.00736 -1.16834 2.28250
H: 0.84239 -2.57757 2.86064
H: 1.93049 -2.90858 2.07468
O: 1.62486 -3.23325 2.89238
H: -1.54782 0.66133 -3.29514
H: -0.00727 -0.70880 -2.96750
O: -1.13915 0.25770 -2.50658
H: -1.44650 0.94301 -1.63026
H: -0.82197 2.37603 -0.55369
O: -1.33676 1.62621 -0.43413
H: 0.54754 1.34664 3.06995
H: 0.90347 0.83779 4.52516
O: 0.69188 1.59819 4.03771
H: -2.16590 -2.68678 -2.08329
H: -3.54914 -2.11923 -1.79076
O: -3.10778 -2.92663 -2.00975
H: -3.82232 1.24011 1.78135
H: -2.58089 0.42506 2.20569
O: -3.51756 0.59106 2.43516
H: -4.11493 1.51337 -0.65997
H: -2.76579 2.01918 -0.82657
O: -3.66807 2.29145 -0.77366

[5]
Formula: C5H29NO10
Source: the Open Molecules 2025 dataset
Level of theory: the ωB97M-V functional and the def2-TZVPD basis

Properties
structure (SMILES) = C[C@H](NCO)[C@@H](C)O.O.O.O.O.O.O.O.O
HOMO = -0.35569 Ha
energy relative to the best compared isomer or geometry (same formula, charge and spin) = 93.0 kcal/mol

Cartesian coordinates (Å):
C: -2.05009 0.97768 0.35477
C: -1.80589 -0.23004 -0.60024
N: -0.84905 -1.27047 -0.19564
C: -1.21212 -2.21599 0.82755
O: -0.38156 -1.86330 1.95707
C: -1.41924 0.28904 -2.00284
C: -2.51094 1.15334 -2.68144
O: -0.12425 0.86626 -1.98498
H: -2.01277 0.70373 1.43866
H: -3.04518 1.45991 0.18070
H: -1.31348 1.75019 0.10741
H: -2.76718 -0.73450 -0.70558
H: 0.00417 -0.78420 0.01712
H: -2.23446 -2.10483 1.12951
H: -0.90671 -3.27722 0.60852
H: -0.67659 -2.42543 2.70075
H: -1.14484 -0.54295 -2.69716
H: -3.19470 0.50593 -3.33856
H: -1.93366 2.01107 -3.03156
H: -3.32384 1.59164 -2.12818
H: -0.01350 1.48082 -1.23755
O: 3.62130 0.99269 -0.18069
H: 2.91766 0.86400 -0.82690
H: 3.71411 0.10533 0.19358
O: -1.90754 -0.83049 3.59398
H: -1.19560 -1.09515 4.25319
H: -1.70249 0.15819 3.58329
O: 1.15768 3.73995 0.12901
H: 1.96910 3.23730 0.20401
H: 1.11528 4.24601 -0.68591
O: 0.08916 1.06631 2.68431
H: 0.36776 0.24116 2.24396
H: 0.72285 1.70100 2.31417
O: 2.08565 -1.89131 0.77438
H: 1.79884 -1.89080 -0.14474
H: 1.24795 -1.87433 1.27525
O: 2.99913 -1.64613 -1.83390
H: 2.40663 -1.22851 -2.47927
H: 2.48391 -2.48963 -1.79349
O: 2.34150 2.25547 1.83499
H: 3.02052 1.87280 1.18707
H: 2.82726 2.90559 2.34633
O: 0.64475 -2.76395 -2.45554
H: -0.08579 -2.92337 -3.07079
H: 0.27626 -2.09278 -1.86463

[6]
Formula: C5H2Br3Cl3O
Source: the Open Molecules 2025 dataset
Level of theory: the ωB97M-V functional and the def2-TZVPD basis

Properties
HOMO (alpha / beta) = -0.37758 / -0.33691 Ha
energy relative to the best compared isomer or geometry (same formula, charge and spin) = 61.4 kcal/mol

Cartesian coordinates (Å):
C: 1.45776 0.26445 0.49246
C: 0.83865 -0.90904 1.20675
C: -0.49181 -0.66006 0.40274
C: -0.42148 1.38274 -1.29895
C: 0.10423 0.69301 -0.07495
O: 2.57906 0.67197 0.43442
Cl: 1.96897 -2.26690 0.83333
Cl: -2.00759 1.22386 -1.62737
Cl: -0.16357 1.93459 1.23869
Br: -1.96551 -0.70644 1.53581
Br: 0.88510 1.95849 -2.55483
Br: -2.55757 -1.22517 -2.39999
H: 0.47877 -1.00764 2.29448
H: -0.70499 -1.35385 -0.48259

[7]
Formula: C5H2EuO6
Source: the Open Molecules 2025 dataset
Level of theory: the ωB97M-V functional and the def2-TZVPD basis

Properties
2S+1 = 7
net charge = +3
HOMO (alpha / beta) = -0.97981 / -0.98199 Ha
energy relative to the best compared isomer or geometry (same formula, charge and spin) = 19.2 kcal/mol

Cartesian coordinates (Å):
O: 3.04155 2.20528 0.25353
C: 2.11182 1.53533 0.19466
Eu: -0.12760 -0.05654 0.14987
O: -1.92101 3.08597 -0.71106
C: -1.27517 2.15851 -0.46449
C: 1.58386 -1.90190 0.62657
O: 2.24270 -2.82927 0.87817
C: -0.25298 0.51789 2.60212
O: -0.44349 0.68504 3.72417
C: 0.56933 -0.24407 -2.38797
O: 0.75798 -0.40848 -3.49310
O: -2.10397 -1.49841 -0.05253
H: -2.51577 -1.02444 -0.79269
H: -1.66725 -2.22489 -0.52724

[8]
Formula: C5H2N2
Source: the Open Molecules 2025 dataset
Level of theory: the ωB97M-V functional and the def2-TZVPD basis

Properties
HOMO (alpha / beta) = -0.33671 / -0.36059 Ha
energy relative to the best compared isomer or geometry (same formula, charge and spin) = 92.0 kcal/mol

Cartesian coordinates (Å):
C: -1.53407 -1.40900 -0.18001
C: -1.73671 1.05131 -0.14577
C: 0.90377 -0.07132 0.03970
C: 2.21451 0.19334 0.23879
C: -1.02158 -0.14215 -0.17343
N: -2.15868 -2.40442 -0.10146
N: -2.24046 2.08589 -0.13606
H: 2.85950 0.08151 1.10002
H: 2.71371 0.61483 -0.64178